72
Properties=species:S:1:pos:R:3 method="wB97M-V/def2-TZVPD" relative_energy_kj_mol=389.34 total_charge=-1 homo_lumo_gap_ev=7.569
O 0.177 -0.936 -0.938
H -6.498 -2.715 -0.569
S -6.633 2.257 -6.522
C 0.981 -0.548 0.147
H -6.255 -0.968 -7.140
F -8.891 0.732 -5.958
H -0.888 -0.767 -5.331
H -6.846 -2.286 -6.357
O -5.599 1.596 0.182
H -9.627 -1.851 -3.438
C 0.755 -1.026 -2.247
O -4.765 0.367 -1.377
H -9.523 -1.117 -1.904
O -2.958 0.294 -6.471
S -2.795 1.295 -7.566
H 1.167 0.484 -0.150
O -6.235 1.625 -7.793
H -7.404 0.429 -3.538
H -1.275 0.613 -2.651
F -9.216 2.236 -7.355
F -1.260 -0.385 -8.787
O -6.376 3.659 -6.518
O -5.760 2.123 -1.864
C -5.987 -2.011 -6.968
H -4.344 -3.334 -3.006
O -4.917 -2.095 -6.047
F -0.110 1.121 -7.752
N -5.278 1.409 -1.023
H -3.148 -5.562 -5.199
H 0.339 0.155 -4.676
H 0.780 -1.417 -5.163
C -7.332 -2.851 -2.943
C -9.066 -1.092 -2.894
H -7.184 -1.159 -1.738
H -1.772 -0.631 -1.901
C -8.565 1.976 -6.288
O -6.068 -3.377 -2.426
N -3.650 -2.854 -3.561
H 1.843 -1.208 0.241
H -2.875 -2.853 -2.914
H -5.824 -2.480 -7.939
C -3.148 -4.973 -4.282
F -1.222 1.549 -9.697
H -9.398 -0.122 -3.263
H 0.481 -0.471 1.113
C -1.187 0.906 -8.511
C -4.616 -3.430 -5.769
H 1.192 -2.021 -2.342
C -0.447 -1.250 -3.291
H -4.945 -3.622 -0.792
H -2.197 -5.099 -3.764
O -3.806 1.112 -8.595
Ba -4.247 -0.251 -4.050
H -0.641 -2.320 -3.377
H -8.090 -3.479 -2.474
O -5.949 1.470 -5.423
N -7.064 -0.498 -3.752
C -0.026 -0.872 -4.673
H -2.465 -3.204 -5.163
C -6.005 -3.566 -1.040
F -9.019 2.659 -5.269
C -3.439 -3.552 -4.820
H -4.227 -3.933 -6.654
H 1.488 -0.261 -2.504
H -3.886 -5.443 -3.631
H -7.548 -0.694 -4.617
O -2.754 2.729 -7.131
H -7.429 -2.997 -4.019
N -1.560 -0.337 -2.844
H -5.528 -3.933 -5.451
C -7.557 -1.372 -2.740
H -6.518 -4.502 -0.821